Entry from the OMol25 dataset: C5H8O as an isolated structure in a non-equilibrium geometry (ωB97M-V/def2-TZVPD).

The calculation puts the LUMO energy at 0.98 eV. Its net charge is 0. Its HOMO-LUMO gap is 0.3491 Ha.

Last column: Mulliken charge in e.
CARTESIAN COORDINATES (ANGSTROEM)
C -0.78456 -1.03965 1.41356  -1.214
C -0.46100 -0.43550 0.03338  0.104
C 0.14518 0.91980 0.06909  -0.552
C 0.68213 1.16261 -1.29342  -0.764
C 0.96905 -0.74897 -1.25416  0.322
O 1.86872 -1.48253 -1.47816  -0.400
H -0.58000 -2.10615 1.37622  0.336
H -0.15992 -0.60214 2.20632  0.316
H -1.83201 -0.92738 1.75491  0.318
H -1.33958 -0.43932 -0.62731  0.288
H -0.77966 1.40406 0.39240  0.321
H 0.92241 1.01755 0.83957  0.339
H -0.07407 1.28977 -2.07325  0.275
H 1.42331 1.98785 -1.35915  0.310

Entry from the OMol25 dataset: one molecule with the formula C3H3NO in a non-equilibrium geometry (ωB97M-V/def2-TZVPD).

The calculation puts the LUMO energy at 0.17 eV. Its net charge is 0. Its HOMO-LUMO gap is 0.3457 Ha. The SMILES is c1cocn1.

Last column: Mulliken charge in e.
CARTESIAN COORDINATES (ANGSTROEM)
C -0.73406 -0.65283 -0.09105  0.015
C -0.74727 0.69208 -0.16658  -0.448
O 0.70957 1.03261 0.62224  -0.321
C 1.26516 -0.06989 0.24749  0.174
N 0.52846 -1.13892 0.13078  -0.459
H -1.55567 -1.34819 -0.25671  0.364
H -1.56350 1.38984 -0.12271  0.348
H 2.03994 0.13150 -0.48545  0.328

Entry from the OMol25 dataset: C24H19AsCdO5 as an isolated structure in a non-equilibrium geometry (ωB97M-V/def2-TZVPD).

The calculation puts the LUMO energy at -8.79 eV. Its net charge is +2. Its HOMO-LUMO gap is 0.1786 Ha.

Last column: Mulliken charge in e.
CARTESIAN COORDINATES (ANGSTROEM)
Cd -0.09777 0.03292 -4.69618  1.416
O 0.25502 3.41545 -2.28558  -0.097
C 0.10898 2.44535 -2.87702  0.078
C -0.27886 -2.32961 -3.09746  0.068
O -0.36543 -3.33692 -2.57879  -0.097
C 2.06114 -0.11201 -3.00432  0.060
O 3.03399 -0.17400 -2.33112  -0.147
C -2.20144 0.11446 -2.99078  0.116
O -3.21148 0.12268 -2.39190  -0.138
C -0.04534 0.66947 -6.94453  -0.653
H -0.93290 1.27177 -7.10583  0.375
H 0.89682 1.18822 -7.08549  0.377
C -0.10973 -0.68223 -7.00861  -0.369
H 0.78108 -1.28115 -7.20164  0.349
H -1.05196 -1.18833 -7.22193  0.344
O 0.07408 -0.16607 -0.74708  -0.163
As 0.02249 -0.00847 0.91982  0.940
C 0.94902 -1.56137 1.77831  -0.176
C 1.36134 -2.51007 0.85089  -0.489
C 1.94929 -3.68424 1.29091  -0.470
C 2.15503 -3.87974 2.64983  -0.474
C 1.78242 -2.91058 3.58256  -0.719
C 1.16370 -1.73573 3.14336  0.218
C 0.92226 1.60618 1.52126  0.724
C 2.16750 1.57295 2.15518  -0.239
C 2.88117 2.75546 2.37652  -0.672
C 2.37952 3.96854 1.88320  -0.416
C 1.16734 3.98926 1.17350  -0.909
C 0.44720 2.80524 1.01847  -0.277
C -1.79497 -0.01555 1.75954  0.493
C -2.31902 -1.21452 2.24530  -0.194
C -3.66580 -1.27294 2.64965  -0.621
C -4.46724 -0.13417 2.49938  -0.428
C -3.93985 1.05582 1.99755  -0.821
C -2.59416 1.10872 1.64011  -0.123
H 1.18642 -2.29526 -0.21163  0.066
H 2.24311 -4.44881 0.56237  0.388
H 2.62052 -4.80056 3.00838  0.396
H 1.93633 -3.01132 4.65696  0.403
H 0.82184 -0.93724 3.80686  0.479
H 2.55628 0.59778 2.46291  0.376
H 3.79084 2.72402 3.00756  0.377
H 2.87859 4.91032 2.14627  0.373
H 0.74751 4.93638 0.81817  0.425
H -0.49922 2.79354 0.47777  0.192
H -1.64412 -2.08401 2.31054  0.343
H -4.00745 -2.17512 3.17903  0.374
H -5.46481 -0.13375 2.96098  0.360
H -4.52246 1.97781 1.98814  0.424
H -2.12685 2.02148 1.25855  0.163

Entry from the OMol25 dataset: C3HMnO3 as an isolated structure in a non-equilibrium geometry (ωB97M-V/def2-TZVPD).

As for the multiplicity: 6. The calculation puts the LUMO energy (alpha / beta) at -6.90 / -7.02 eV. Its net charge is +1. Its HOMO-LUMO gap (alpha / beta) is 0.2247 / 0.2221 Ha. As for the expectation value of S²: 8.782.

Last column: Mulliken charge in e.
CARTESIAN COORDINATES (ANGSTROEM)
O 0.58018 -1.92209 2.21087  -0.260
C 0.48153 -1.22878 1.27508  1.088
C 0.28987 -0.56039 0.15573  -0.517
O 0.34581 0.86298 0.22914  -0.197
C -0.09107 1.45655 -0.86217  0.001
O 0.75384 1.85609 -1.66801  -0.252
Mn -0.90929 -1.06846 -1.42955  0.621
H -0.00032 2.76606 -0.96687  0.517

The calculation returns the following energy values, one per record and in order: -270.4349, -245.9853, -3704.9165, -1491.0749 a.u..
The calculation returns the following energy relative to the best compared isomer or geometry (same formula, charge and spin) values, one per record and in order: 77.2, 66.7, 33.4, 16.2 kcal per mole.